Run 1
{
  "formula": "C4H2F7N",
  "method": "ωB97M-V with the def2-TZVPD basis set",
  "lumo_energy_ha": -0.0234,
  "homo_energy_ev": -10.5882,
  "charge": 0,
  "orbital_gap_ev": 9.953,
  "species": ["C", "C", "C", "C", "N", "F", "F", "F", "F", "F", "F", "F", "H", "H"],
  "xyz": [[-0.085, 1.570, 0.944], [0.063, 0.882, -0.106], [-1.087, -1.031, -0.329], [1.303, 0.747, -1.044], [-0.346, -1.817, 0.542], [-1.136, -1.426, -1.572], [-2.321, -0.617, -0.001], [1.309, -0.447, -1.614], [1.464, 1.629, -2.043], [2.407, 0.838, -0.257], [-0.965, -3.035, 0.837], [-0.205, -1.336, 1.832], [0.496, 2.424, 1.089], [-0.898, 1.619, 1.721]],
  "nbo_charge": [-0.410, -0.065, 0.820, 0.926, 0.213, -0.275, -0.319, -0.310, -0.313, -0.327, -0.219, -0.191, 0.224, 0.245]
}



Run 2
{
  "formula": "C4H2F7N",
  "method": "ωB97M-V with the def2-TZVPD basis set",
  "lumo_energy_ha": 0.0187,
  "homo_energy_ev": -9.7960,
  "charge": 0,
  "orbital_gap_ev": 10.304,
  "smiles": "C=C(N(F)C(F)(F)F)C(F)(F)F",
  "species": ["C", "C", "C", "C", "N", "F", "F", "F", "F", "F", "F", "F", "H", "H"],
  "xyz": [[1.746, -0.725, 0.815], [0.844, 0.126, 0.364], [-1.952, -0.725, -0.883], [0.667, 1.679, 0.471], [-0.422, -0.578, -0.467], [-2.621, 0.334, -0.554], [-2.459, -1.794, -0.232], [-0.603, 1.981, 0.721], [1.386, 2.076, 1.524], [1.035, 2.436, -0.552], [-2.158, -0.978, -2.151], [0.317, -1.509, -1.246], [2.597, -0.465, 1.406], [1.623, -1.860, 0.786]],
  "nbo_charge": [-0.368, 0.104, 1.110, 0.950, -0.208, -0.287, -0.319, -0.309, -0.318, -0.300, -0.288, -0.263, 0.239, 0.256]
}



Last place for stability: run 1



Run 1
{
  "formula": "C3H6ClNO",
  "method": "ωB97M-V with the def2-TZVPD basis set",
  "lumo_energy_ha": [0.0311, -0.1255],
  "spin_multiplicity": 3,
  "homo_energy_ev": [-6.0140, -10.3938],
  "charge": 0,
  "orbital_gap_ev": [6.859, 6.979],
  "species": ["C", "C", "C", "N", "O", "Cl", "H", "H", "H", "H", "H", "H"],
  "xyz": [[-1.090, -0.048, -0.546], [1.210, 0.934, -0.161], [0.260, -0.117, 0.226], [0.318, -1.004, 1.127], [-1.713, -1.552, -0.485], [-2.137, 0.958, 0.272], [-1.149, 0.272, -1.610], [1.301, 1.627, 0.662], [0.800, 1.321, -1.085], [2.194, 0.525, -0.431], [1.112, -0.989, 1.784], [-1.106, -1.927, 0.248]],
  "nbo_charge": [0.000, -0.616, 0.001, -0.392, -0.725, 0.004, 0.216, 0.215, 0.236, 0.213, 0.383, 0.466]
}



Run 2
{
  "formula": "C3H6ClNO",
  "method": "ωB97M-V with the def2-TZVPD basis set",
  "lumo_energy_ha": [0.0347, -0.0277],
  "spin_multiplicity": 3,
  "homo_energy_ev": [-6.3910, -10.4840],
  "charge": 0,
  "orbital_gap_ev": [7.335, 9.731],
  "species": ["C", "C", "C", "N", "O", "Cl", "H", "H", "H", "H", "H", "H"],
  "xyz": [[-1.054, -1.417, -1.979], [0.021, 0.724, 0.042], [0.032, -0.742, 0.150], [1.335, -1.299, 0.290], [-1.696, -0.483, -2.333], [-1.254, -1.444, 1.282], [-1.031, -2.484, -2.386], [-0.561, 1.012, -0.884], [1.019, 0.898, -0.219], [-0.524, 1.308, 0.699], [1.822, -0.603, 0.846], [1.337, -2.223, 0.714]],
  "nbo_charge": [0.360, -0.748, 0.255, -0.841, -0.479, -0.145, 0.125, 0.250, 0.221, 0.246, 0.365, 0.390]
}



Last place for stability: run 1



Run 1
{
  "formula": "C16H25NO",
  "method": "ωB97M-V with the def2-TZVPD basis set",
  "lumo_energy_ha": 0.0322,
  "homo_energy_ev": -8.3720,
  "charge": 0,
  "orbital_gap_ev": 9.248,
  "smiles": "COc1ccccc1CCN[C@@H]1CCC[C@H](C)C1",
  "species": ["C", "O", "C", "C", "C", "C", "C", "C", "C", "H", "H", "C", "N", "H", "C", "C", "C", "C", "C", "C", "H", "H", "H", "C", "H", "H", "H", "H", "H", "H", "H", "H", "H", "H", "H", "H", "H", "H", "H", "H", "H", "H", "H"],
  "xyz": [[-2.864, -2.929, 0.258], [-2.548, -1.599, 0.579], [-3.357, -0.601, 0.116], [-4.466, -0.806, -0.695], [-5.227, 0.271, -1.121], [-4.892, 1.556, -0.743], [-3.788, 1.759, 0.070], [-3.013, 0.701, 0.511], [-1.805, 0.929, 1.371], [-1.878, 1.902, 1.862], [-1.740, 0.155, 2.136], [-0.519, 0.880, 0.537], [0.625, 1.079, 1.407], [0.566, 2.006, 1.819], [1.950, 0.893, 0.834], [2.267, 1.769, -0.389], [3.720, 1.568, -0.808], [3.992, 0.100, -1.121], [3.658, -0.790, 0.078], [3.920, -2.259, -0.246], [3.297, -2.582, -1.077], [4.962, -2.411, -0.520], [3.696, -2.885, 0.615], [2.200, -0.575, 0.483], [1.948, -1.192, 1.346], [1.557, -0.874, -0.347], [4.301, -0.498, 0.917], [3.382, -0.207, -1.974], [5.041, -0.030, -1.397], [3.942, 2.181, -1.685], [4.378, 1.895, 0.002], [1.610, 1.492, -1.216], [2.087, 2.820, -0.149], [2.649, 1.167, 1.635], [-0.590, 1.629, -0.271], [-0.439, -0.108, 0.082], [-3.523, 2.762, 0.372], [-5.484, 2.395, -1.074], [-6.086, 0.095, -1.751], [-4.749, -1.800, -1.003], [-3.851, -3.214, 0.636], [-2.826, -3.105, -0.823], [-2.104, -3.537, 0.746]],
  "nbo_charge": [-0.251, -0.516, 0.372, -0.323, -0.197, -0.240, -0.186, -0.077, -0.422, 0.200, 0.229, -0.210, -0.626, 0.350, -0.033, -0.420, -0.392, -0.394, -0.211, -0.596, 0.200, 0.206, 0.207, -0.410, 0.217, 0.193, 0.191, 0.193, 0.205, 0.206, 0.192, 0.196, 0.203, 0.187, 0.161, 0.198, 0.207, 0.212, 0.212, 0.216, 0.176, 0.175, 0.200]
}



Run 2
{
  "formula": "C16H25NO",
  "method": "ωB97M-V with the def2-TZVPD basis set",
  "lumo_energy_ha": 0.0335,
  "homo_energy_ev": -8.3460,
  "charge": 0,
  "orbital_gap_ev": 9.258,
  "species": ["C", "C", "C", "C", "C", "C", "C", "H", "H", "O", "C", "C", "H", "C", "H", "H", "C", "N", "C", "C", "C", "C", "C", "H", "H", "H", "H", "H", "H", "H", "H", "H", "H", "H", "H", "H", "H", "H", "H", "H", "H", "H", "H"],
  "xyz": [[4.544, -0.202, 5.913], [3.433, -0.116, 4.804], [3.358, 0.825, 3.904], [2.445, 1.044, 3.034], [1.590, 0.146, 2.954], [1.471, -0.833, 4.058], [2.467, -0.834, 5.022], [2.546, -1.950, 5.616], [0.698, -1.728, 4.028], [0.352, 0.153, 2.193], [0.177, 0.994, 1.388], [-0.909, 0.743, 0.501], [-0.955, 1.794, -0.379], [-0.946, -0.467, -0.347], [0.117, -0.464, -1.062], [-0.746, -1.125, 0.440], [-2.054, -0.565, -1.315], [-1.799, -0.505, -2.621], [-2.872, -1.366, -3.566], [-2.447, -1.223, -4.862], [-2.042, 0.104, -5.442], [-1.220, 0.871, -4.332], [-1.709, 0.729, -3.015], [-0.980, 1.320, -2.295], [-2.488, 1.065, -3.016], [-0.213, 0.300, -4.660], [-0.883, 2.022, -4.891], [-1.844, 0.003, -6.461], [-3.086, 0.810, -5.335], [-1.472, -1.754, -5.038], [-3.150, -1.883, -5.541], [-2.822, -2.327, -3.162], [-3.829, -0.741, -3.415], [-2.312, -1.670, -1.113], [-2.879, -0.013, -0.946], [-1.996, 0.692, 1.131], [1.260, 0.991, 0.539], [0.017, 2.279, 1.846], [2.427, 1.839, 2.442], [4.191, 1.615, 4.189], [4.133, -0.174, 6.904], [5.168, 0.703, 6.108], [5.256, -1.103, 5.799]],
  "nbo_charge": [-0.633, -0.077, -0.151, -0.311, 0.299, -0.203, -0.172, 0.209, 0.231, -0.508, 0.043, -0.378, 0.179, -0.424, 0.187, 0.217, -0.211, -0.435, -0.202, -0.447, -0.368, -0.354, -0.243, 0.193, 0.139, 0.200, 0.213, 0.228, 0.137, 0.204, 0.217, 0.219, 0.174, 0.195, 0.158, 0.197, 0.074, 0.102, 0.243, 0.203, 0.219, 0.216, 0.221]
}



Last place for stability: run 2



Run 1
{
  "formula": "C11H14N2O2",
  "method": "ωB97M-V with the def2-TZVPD basis set",
  "lumo_energy_ha": [-0.0019, -0.0231],
  "homo_energy_ev": [-7.6646, -6.3339],
  "charge": 0,
  "orbital_gap_ev": [7.614, 5.706],
  "species": ["C", "C", "C", "C", "C", "C", "C", "C", "C", "C", "C", "N", "N", "O", "O", "H", "H", "H", "H", "H", "H", "H", "H", "H", "H", "H", "H", "H", "H"],
  "xyz": [[0.872, 2.457, -2.237], [1.517, 1.624, -3.131], [0.063, 1.967, -1.177], [1.700, 0.307, -2.878], [0.086, 0.539, -0.971], [1.078, -0.167, -1.714], [-0.846, -0.046, -0.067], [1.370, -1.478, -1.280], [0.851, -2.090, -0.051], [-2.134, -1.035, 2.404], [-1.209, 1.240, 3.280], [-0.766, 0.637, 1.079], [-1.497, 0.304, 2.138], [-1.535, -1.051, -0.271], [2.254, -2.199, -2.073], [0.735, 3.603, -2.512], [1.914, 2.328, -3.929], [-0.607, 2.584, -0.633], [2.278, -0.345, -3.420], [0.792, -1.209, 0.744], [1.503, -2.815, 0.368], [-0.261, -2.281, -0.138], [-1.443, -1.809, 2.761], [-2.708, -0.861, 3.223], [-2.852, -1.253, 1.576], [-0.577, 2.004, 2.761], [-2.243, 1.443, 3.715], [-0.696, 0.752, 4.052], [2.360, -3.152, -1.620]],
  "nbo_charge": [-0.216, -0.228, -0.159, -0.179, -0.074, -0.146, 0.525, 0.428, -0.737, -0.442, -0.415, -0.308, -0.125, -0.676, -0.670, 0.207, 0.221, 0.223, 0.229, 0.235, 0.215, 0.307, 0.204, 0.189, 0.260, 0.250, 0.203, 0.191, 0.490]
}



Run 2
{
  "formula": "C11H14N2O2",
  "method": "ωB97M-V with the def2-TZVPD basis set",
  "lumo_energy_ha": -0.0260,
  "homo_energy_ev": -9.3096,
  "charge": 0,
  "orbital_gap_ev": 8.603,
  "smiles": "CO[C@@H]1C=C/C(=C/C(C)=O)[C@H](C)N1C#N",
  "species": ["C", "C", "C", "C", "C", "C", "C", "C", "C", "C", "C", "N", "N", "O", "O", "H", "H", "H", "H", "H", "H", "H", "H", "H", "H", "H", "H", "H", "H"],
  "xyz": [[-1.673, 1.656, -0.667], [0.250, -1.791, -0.585], [-1.071, -1.904, -0.599], [1.012, -0.615, -0.211], [2.332, -0.541, -0.395], [3.080, 0.662, -0.271], [-2.015, -0.662, -0.514], [0.164, 0.533, 0.283], [4.436, 0.336, -0.896], [0.034, 0.546, 1.826], [-4.046, 0.124, 0.566], [-2.163, 2.660, -0.887], [-1.201, 0.481, -0.346], [3.020, 1.613, 0.481], [-2.932, -0.723, 0.571], [0.839, -2.643, -0.659], [-1.805, -2.676, -0.894], [2.867, -1.345, -0.862], [-2.778, -0.685, -1.382], [0.605, 1.486, -0.029], [4.243, 0.036, -1.912], [4.977, 1.255, -0.920], [4.897, -0.430, -0.222], [0.078, -0.456, 2.226], [-0.918, 0.941, 2.106], [0.904, 0.981, 2.349], [-4.691, -0.047, 1.492], [-4.676, -0.072, -0.312], [-3.767, 1.283, 0.662]],
  "nbo_charge": [0.434, -0.234, -0.131, 0.093, -0.317, 0.539, 0.231, -0.068, -0.704, -0.620, -0.273, -0.387, -0.512, -0.533, -0.561, 0.217, 0.232, 0.220, 0.197, 0.253, 0.214, 0.229, 0.235, 0.210, 0.229, 0.240, 0.204, 0.171, 0.192]
}



Last place for stability: run 1